{
  "formula": "CBr2F2O4S2",
  "method": "wB97M-V/def2-TZVPD",
  "e_homo_ev": -11.51,
  "orbital_gap_ev": 11.05,
  "lumo_ev": -0.462,
  "relative_energy_kj_mol": 0.00,
  "charge": 0,
  "elements": ["C", "O", "O", "O", "O", "F", "F", "S", "S", "Br", "Br"],
  "coordinates": [[-0.979354, -0.013909, -0.073347], [-0.567311, -1.884873, -2.036550], [0.527088, 0.335042, -2.271643], [-0.536652, 1.877733, 1.763155], [0.410555, -0.363192, 2.223609], [1.081937, -1.147985, -0.409164], [1.407936, 1.141642, 0.601272], [-0.046184, -0.699693, -1.456928], [0.042843, 0.677386, 1.324045], [-1.989641, 1.369377, -0.734616], [-1.981851, -1.350389, 0.815753]],
  "atomic_forces_ev_per_a": [[0.03, -0.05, 0.55], [-0.36, 0.56, 0.57], [-0.86, -0.95, 1.17], [-0.70, 0.53, 0.18], [-0.17, 0.50, -0.64], [-0.19, -0.46, -1.16], [-1.43, -0.47, 0.29], [2.74, -0.03, -0.54], [2.83, -0.26, 0.56], [-1.31, 1.26, -0.88], [-0.58, -0.62, -0.10]],
  "mulliken_charge": [-0.38, -0.50, -0.47, -0.51, -0.47, -0.21, -0.22, 1.22, 1.24, 0.16, 0.14]
}